No. 1
Density functional theory data (the ωB97M-V functional and the def2-TZVPD basis) for a 2-piece molecular cluster, C8H11NO2S overall at a distorted geometry.

Geometry as XYZ:
```
23
C8H11NO2S (the ωB97M-V functional and the def2-TZVPD basis)
C 2.085 0.810 -2.422
C 2.704 0.537 -1.242
C 0.687 0.648 -2.504
C 2.025 -0.091 -0.228
C 0.020 0.001 -1.488
C 0.644 -0.399 -0.294
C -1.159 -2.048 0.399
C -0.055 -1.160 0.751
N -1.180 1.955 2.703
O -1.300 -1.043 3.122
O 0.829 -1.693 1.753
S -0.129 -0.474 2.429
H 2.575 1.147 -3.232
H 3.771 0.703 -1.079
H 0.211 0.996 -3.359
H 2.511 -0.348 0.689
H -1.112 -0.099 -1.442
H -1.807 -2.177 1.319
H -0.926 -3.076 0.262
H -1.727 -1.762 -0.381
H -1.460 1.693 3.643
H -0.550 2.750 2.654
H -2.073 2.224 2.273
```

The value obtained for the gap between HOMO and LUMO is 0.3452 Eh.

***

No. 2
Density functional theory data (the ωB97M-V functional and the def2-TZVPD basis) for a 2-piece molecular cluster, C8H11NO2S overall at a distorted geometry.

Geometry as XYZ:
```
23
C8H11NO2S (the ωB97M-V functional and the def2-TZVPD basis)
C -0.875 1.978 0.377
C -0.073 1.716 1.500
C -1.573 1.967 -0.607
C -0.329 -1.471 0.263
C 1.153 -0.578 2.395
C 1.228 -1.908 3.131
C 0.620 -0.775 -2.050
C -2.835 1.615 -2.713
N 0.074 -1.092 -0.783
O 2.121 -0.064 1.934
O -2.530 2.291 -1.444
S -0.423 0.186 2.383
H -0.134 2.559 2.157
H 0.993 1.735 1.317
H 2.255 -2.010 3.538
H 0.498 -1.763 3.988
H 1.078 -2.776 2.345
H 1.558 -1.423 -2.137
H 0.846 0.321 -2.068
H -0.138 -1.143 -2.753
H -1.909 1.043 -2.990
H -2.949 2.454 -3.421
H -3.874 1.057 -2.519
```

The value obtained for the gap between HOMO and LUMO is 0.3337 Eh.

***

No. 3
Density functional theory data (the ωB97M-V functional and the def2-TZVPD basis) for one molecule with the formula C8H11NO4 at a distorted geometry.

Geometry as XYZ:
```
24
C8H11NO4 (the ωB97M-V functional and the def2-TZVPD basis)
C 0.661 -0.189 0.961
C -1.355 -1.530 -0.399
C 2.489 -0.311 -0.934
C 0.587 -1.714 1.077
C -0.186 -2.409 0.024
C 1.483 0.385 -0.104
C 1.199 1.789 -0.397
C -2.568 1.079 -0.086
N -1.015 -0.456 -1.187
O 0.141 0.525 1.812
O -2.470 -1.804 -0.003
O 2.816 -1.468 -0.832
O -1.634 0.694 -1.119
H 3.035 0.225 -1.699
H 1.650 -2.130 1.287
H 0.129 -1.763 1.987
H -0.540 -3.422 0.301
H 0.389 -2.526 -0.808
H 1.982 2.353 -0.920
H 1.242 2.231 0.508
H 0.206 1.736 -0.742
H -3.470 0.677 -0.516
H -2.561 2.248 -0.103
H -2.256 0.452 0.875
```

Its spin multiplicity is 3. The value obtained for the gap between HOMO and LUMO (spin up / spin down) is 0.3516 / 0.2800 Eh.

***

No. 4
Density functional theory data (the ωB97M-V functional and the def2-TZVPD basis) for C8H11NOP as an isolated structure at a distorted geometry.

Geometry as XYZ:
```
22
C8H11NOP (the ωB97M-V functional and the def2-TZVPD basis)
C -3.306 0.751 -0.216
C -3.230 -0.710 -0.324
C -2.156 1.441 0.085
C -1.978 -1.311 -0.184
C -0.918 0.834 0.124
C -0.767 -0.589 -0.005
C 0.802 -2.481 0.340
C 0.525 -1.095 0.123
N 3.473 1.936 0.124
O 3.119 -0.879 0.089
P 2.127 0.053 -0.397
H -4.217 1.265 -0.208
H -4.030 -1.256 -0.800
H -2.215 2.487 0.249
H -2.020 -2.352 -0.385
H -0.074 1.378 0.290
H 1.425 -2.590 1.265
H 1.574 -2.983 -0.344
H -0.074 -3.034 0.432
H 4.110 1.294 0.642
H 2.997 2.381 0.871
H 4.076 2.717 -0.275
```

Its total charge is +1. The value obtained for the gap between HOMO and LUMO is 0.2456 Eh.

***

No. 5
Density functional theory data (the ωB97M-V functional and the def2-TZVPD basis) for one molecule with the formula C8H11NOS at a distorted geometry.

Geometry as XYZ:
```
22
C8H11NOS (the ωB97M-V functional and the def2-TZVPD basis)
C 2.247 -1.520 -0.687
C 2.272 -0.445 0.140
C 0.037 -0.872 0.114
C -2.315 -0.213 -0.563
C -1.466 -0.751 0.448
C 3.361 0.402 0.555
C -1.895 0.176 -1.979
C -1.671 -0.423 1.938
N 0.944 -0.080 0.582
O -2.269 -1.668 -0.197
S 0.658 -2.161 -0.924
H 3.019 -2.107 -1.205
H -3.187 0.276 -0.070
H 3.036 1.371 0.337
H 3.388 0.566 1.713
H 4.369 0.026 0.295
H -2.639 -0.107 -2.768
H -0.939 -0.211 -2.211
H -1.788 1.264 -2.046
H -1.290 0.547 2.139
H -1.156 -1.116 2.543
H -2.598 -0.709 2.284
```

Its spin multiplicity is 3. The value obtained for the gap between HOMO and LUMO (spin up / spin down) is 0.2005 / 0.2692 Eh.

***

No. 6
Density functional theory data (the ωB97M-V functional and the def2-TZVPD basis) for C8H11O3 as an isolated structure at a distorted geometry.

Geometry as XYZ:
```
22
C8H11O3 (the ωB97M-V functional and the def2-TZVPD basis)
C 1.103 2.576 -1.310
C 0.865 1.132 -1.013
C 1.596 0.493 0.133
C 1.090 -0.164 1.194
C -0.213 -0.957 1.471
C -0.926 -0.611 -0.356
C -0.484 0.444 -1.278
O 0.665 0.414 -2.196
O -0.058 -2.176 1.863
O -1.099 -1.811 -0.971
C -1.434 -0.374 2.238
H 0.881 3.250 -0.500
H 2.171 2.732 -1.549
H 0.489 2.896 -2.158
H 2.668 0.717 0.144
H 1.816 -0.333 2.019
H -1.865 -0.262 0.129
H -1.260 0.954 -1.855
H -1.262 -2.528 -0.317
H -1.875 0.568 1.891
H -2.237 -1.133 2.211
H -1.208 -0.273 3.300
```

Its spin multiplicity is 2. The value obtained for the gap between HOMO and LUMO (spin up / spin down) is 0.3480 / 0.2852 Eh.

***

No. 7
Density functional theory data (the ωB97M-V functional and the def2-TZVPD basis) for one molecule with the formula C8H11OP3 at a distorted geometry.

Geometry as XYZ:
```
23
C8H11OP3 (the ωB97M-V functional and the def2-TZVPD basis)
C -3.953 1.154 0.834
C -3.319 0.014 1.339
C -3.370 1.869 -0.196
C -2.116 -0.396 0.771
C -2.205 1.357 -0.837
C -1.563 0.277 -0.313
C 2.939 -0.040 0.060
C 5.164 -0.142 0.247
O 3.939 -0.071 0.872
P 0.968 0.128 0.905
P -0.091 -2.456 -0.661
P 0.106 -0.284 -1.075
H -4.877 1.351 1.266
H -3.725 -0.337 2.238
H -3.866 2.578 -0.734
H -1.492 -1.235 1.066
H -1.952 1.773 -1.751
H 2.958 0.175 -1.035
H 5.845 -0.593 0.870
H 5.577 0.929 0.219
H 5.322 -0.642 -0.768
H -1.097 -2.572 -1.636
H 0.809 -2.836 -1.681
```

The SMILES is CO/C=P/P(#[PH2])c1ccccc1. The value obtained for the gap between HOMO and LUMO (spin up / spin down) is 0.2497 / 0.2583 Eh.

***

No. 8
Density functional theory data (the ωB97M-V functional and the def2-TZVPD basis) for one molecule with the formula C8H12 at a distorted geometry.

Geometry as XYZ:
```
20
C8H12 (the ωB97M-V functional and the def2-TZVPD basis)
C 2.752 0.242 0.284
C 1.364 -0.251 -0.141
C 1.185 -1.428 -0.784
C 0.060 0.642 0.313
C -0.111 2.001 0.079
C -1.228 -0.167 0.316
C -2.491 0.236 -0.706
C -1.485 -1.320 0.969
H 3.578 -0.287 -0.438
H 2.937 0.148 1.479
H 2.864 1.391 0.002
H 1.892 -2.423 -1.208
H 0.164 -1.402 -1.070
H 0.818 2.237 0.104
H -0.938 2.675 0.279
H -3.110 1.143 -0.118
H -3.169 -0.577 -0.554
H -2.232 0.899 -1.558
H -0.572 -1.682 1.706
H -2.278 -2.076 1.045
```

The SMILES is C=C(C)C(=C)C(=C)C. The value obtained for the gap between HOMO and LUMO is 0.3402 Eh.

***

Summary of energy relative to the best compared isomer or geometry (same formula, charge and spin) in kcal/mol
48.1; 130.7; 0.0; 72.7; 7.1; 29.2; 0.0; 127.7
(order as listed above)